103
Properties=species:S:1:pos:R:3:mulliken_charge:R:1 method="wB97M-V/def2-TZVPD" e_lumo_ev=-5.512 energy_ev=-203913.8979 spin_multiplicity=1 de_lowest_kj_mol=66.7 orbital_gap_ev=7.09 charge=+2
Ga 0.7113 -1.3805 0.3751 0.7208
N 0.3928 -1.6522 2.6569 -0.2379
C -0.3004 -2.8716 2.9437 0.1249
C -0.6670 -3.2626 4.2021 -0.4068
C -1.3244 -4.4897 4.4078 -0.9290
C -1.6199 -5.3077 3.3544 -0.9089
C -1.2741 -4.9244 2.0399 0.3223
C -1.5688 -5.7039 0.9019 -0.7348
C -1.2238 -5.2430 -0.3407 -1.3222
C -0.5913 -4.0015 -0.4502 0.3158
N -0.2833 -3.2551 0.5914 0.4420
C -0.6057 -3.6920 1.8390 0.6983
H 0.0778 -0.9038 3.2669 -0.0547
H 1.3891 -1.7743 2.8624 0.4057
H -0.4554 -2.6238 5.0503 0.5687
H -1.5906 -4.7774 5.4148 0.4503
H -2.1293 -6.2480 3.5155 0.4990
H -2.0699 -6.6560 1.0202 0.4931
H -1.4353 -5.8146 -1.2321 0.4953
H -0.3394 -3.5882 -1.4183 0.1538
C -0.1992 -1.7394 -3.6521 -1.3820
P 0.9406 -1.5267 -2.2361 0.9019
C 2.2507 -2.7494 -2.6065 -1.1296
C 1.7674 0.0558 -2.5760 0.3715
C 3.1196 0.2391 -2.2851 0.2164
C 3.7107 1.4732 -2.4988 -0.7586
C 2.9630 2.5365 -2.9871 -0.9382
C 1.6155 2.3633 -3.2595 -0.5699
C 1.0218 1.1270 -3.0594 -0.7937
H 0.3536 -1.5448 -4.5713 0.4540
H -1.0390 -1.0531 -3.5871 0.2263
H -0.5778 -2.7619 -3.6668 0.5563
H 2.8371 -2.4010 -3.4569 0.5221
H 1.8046 -3.7156 -2.8451 0.5783
H 2.8933 -2.8676 -1.7341 -0.0340
H 3.7089 -0.5807 -1.8975 0.1369
H 4.7646 1.6108 -2.2965 0.3629
H 3.4331 3.4944 -3.1621 0.4358
H 1.0233 3.1866 -3.6355 0.4683
H -0.0244 0.9947 -3.2960 0.4941
C -2.0491 1.9382 0.2404 -1.8287
P -1.0323 0.4925 0.8089 0.9793
C -2.2595 -0.2502 1.9275 0.3970
C -2.8198 -1.4684 1.5430 -0.2529
C -3.7888 -2.0767 2.3258 -0.6010
C -4.2011 -1.4674 3.5014 -0.6873
C -3.6855 -0.2302 3.8633 -0.9653
C -2.7307 0.3901 3.0730 -0.4748
C 0.2758 1.3488 1.7544 1.4953
C 0.4049 1.4661 3.1360 -0.9647
C 1.5293 2.0714 3.6776 -0.9258
C 2.5300 2.5632 2.8520 -1.0000
C 2.4061 2.4577 1.4752 -0.9033
C 1.2905 1.8471 0.9294 -0.2407
P -1.4051 3.0194 -1.1399 0.7291
C -2.3724 2.3071 -2.5293 0.4015
C -2.6438 3.1420 -3.6144 -0.7928
C -3.3180 2.6592 -4.7234 -0.6935
C -3.7235 1.3321 -4.7666 -0.6924
C -3.4414 0.4892 -3.7036 -0.5531
C -2.7563 0.9702 -2.5947 -0.3821
C -2.4880 4.4616 -0.7905 0.3543
C -3.8799 4.3621 -0.8056 -0.2304
C -4.6555 5.4774 -0.5397 -0.7257
C -4.0503 6.6977 -0.2668 -0.4974
C -2.6693 6.8052 -0.2606 -0.6204
C -1.8876 5.6876 -0.5213 -0.2949
H -2.1029 2.5764 1.1257 0.9169
H -3.0504 1.5766 0.0007 1.0252
H -2.5197 -1.9163 0.6024 0.3272
H -4.2301 -3.0119 2.0075 0.5136
H -4.9496 -1.9400 4.1229 0.4736
H -4.0328 0.2604 4.7625 0.4980
H -2.3779 1.3789 3.3345 0.4603
H -0.3618 1.0988 3.8060 0.4985
H 1.6228 2.1592 4.7516 0.4815
H 3.4021 3.0325 3.2859 0.4535
H 3.1780 2.8437 0.8228 0.6258
H 1.1910 1.7610 -0.1495 -0.1261
H -2.3374 4.1807 -3.5738 0.4826
H -3.5360 3.3204 -5.5509 0.4598
H -4.2600 0.9558 -5.6264 0.4131
H -3.7660 -0.5436 -3.7347 0.5247
H -2.5234 0.2949 -1.7758 0.5221
H -4.3572 3.4175 -1.0383 0.2667
H -5.7340 5.3935 -0.5510 0.4277
H -4.6622 7.5662 -0.0649 0.4129
H -2.2000 7.7580 -0.0568 0.4259
H -0.8069 5.7650 -0.5192 0.3806
C 5.9967 -1.9426 2.3298 -0.9862
Si 5.7042 -1.5896 0.5216 0.3545
C 5.7845 -3.0076 -0.6952 -0.9718
C 6.0337 0.1439 -0.1022 -0.7972
Se 2.9382 -1.5430 0.8186 -0.3357
H 7.0658 -2.0106 2.5429 0.4214
H 5.5278 -2.8826 2.6194 0.3308
H 5.5721 -1.1533 2.9498 0.3125
H 6.8174 -3.3414 -0.8225 0.4663
H 5.4043 -2.7254 -1.6765 0.2773
H 5.2006 -3.8529 -0.3321 0.2926
H 6.9997 0.4959 0.2676 0.5436
H 5.2674 0.8363 0.2458 0.1248
H 6.0633 0.1810 -1.1911 0.2591